{"formula": "C4H9NO2", "method": "the ωB97M-V functional and the def2-TZVPD basis", "symbols": ["C", "C", "N", "C", "O", "O", "C", "H", "H", "H", "H", "H", "H", "H", "H", "H"], "xyz": [[-2.36319, 0.70303, 0.80166], [-1.66915, -0.59071, 0.32070], [-0.33737, -0.37504, -0.76212], [0.75582, 0.28081, -0.14736], [0.82422, 0.48800, 1.04019], [1.80227, 0.54025, -0.99929], [2.96287, -0.28281, -0.81943], [-2.93941, 1.23191, 0.02546], [-3.08716, 0.46562, 1.59913], [-1.62341, 1.38505, 1.22108], [-1.18511, -1.12648, 1.11309], [-2.42277, -1.22818, -0.19129], [-1.16288, 0.06981, -1.07377], [3.74283, 0.08517, -1.49407], [3.33146, -0.25969, 0.21151], [2.71464, -1.31097, -1.10180]], "forces_ev_per_angstrom": [[0.4038, -0.1198, -0.0721], [1.0309, -0.2693, 0.2104], [-1.9310, -0.9711, 2.2840], [-0.5372, -0.0957, 0.5019], [0.2292, -0.1126, -0.4254], [-0.7684, -0.2108, -0.0571], [0.0495, -0.1489, 0.0426], [0.3342, -0.2952, 0.0348], [0.3232, -0.1247, -0.2691], [-0.0765, 0.0084, -0.0010], [-0.1666, -0.2038, 0.5717], [0.9873, 0.2245, -0.0421], [0.5499, 2.0901, -2.8895], [-0.3249, 0.0604, 0.1678], [-0.1699, 0.1072, -0.1225], [0.0665, 0.0614, 0.0656]], "mulliken_charge": [-0.9615, -0.5169, -0.4182, 0.7066, -0.5298, -0.3369, -0.6757, 0.3381, 0.3053, 0.3269, 0.3577, 0.3146, 0.2637, 0.2153, 0.3045, 0.3065], "smiles": "CCNC(=O)OC", "orbital_gap_ev": 10.964, "e_tot_ha": -362.9721, "total_charge": 0, "de_lowest_kj_mol": 297.8, "e_homo_ev": -9.99, "lumo_energy_ha": 0.0358}